(1)
Molecular formula: C5H5Cl2LuNO4Tm
Method: DFT, ωB97M-V/def2-TZVPD

Structure (XYZ):
```
19
Properties=species:S:1:pos:R:3:forces:R:3
Tm 0.563226 -1.088217 -3.524520 2.2 2.2 1.2
Lu -0.359776 -0.811223 0.019640 -1.7 3.0 -0.7
Cl -0.497354 0.845822 -2.184599 0.3 -1.6 -0.2
Cl 1.708161 -1.750988 -1.013252 -0.6 0.1 -1.2
C 0.136795 -2.294665 1.664639 2.4 -6.5 6.0
C -1.589357 -1.102995 -4.415256 -4.9 0.6 -3.3
C 0.346290 -3.406241 -3.985206 0.6 -7.7 -2.9
O 0.475520 -3.127743 2.406325 -2.0 4.8 -4.1
O -2.526355 -0.941084 -5.046198 3.3 -0.6 2.4
O 0.428627 -4.489966 -4.404812 -0.6 6.1 2.5
C -0.492789 2.921414 2.381923 0.0 1.1 1.0
C 0.015435 1.627430 1.977449 1.4 -1.2 0.0
N 1.186975 1.109046 2.363875 -2.0 1.2 -0.3
O -0.663938 0.874009 1.150308 0.6 -1.1 -0.6
H 0.109482 3.389124 3.175917 -0.1 -0.3 -0.3
H -1.519884 2.844627 2.763676 0.1 -0.2 -0.2
H -0.510052 3.639818 1.547694 0.0 -0.3 -0.1
H 1.481744 0.211170 2.028877 0.4 -0.1 0.3
H 1.707248 1.550661 3.093520 0.7 0.3 0.5
```
Positions in Å, forces in eV/Å.

Calculated values
⟨S²⟩: 2.002
Highest occupied orbital energy (spin up / spin down): -24.9 / -24.9 eV
E_LUMO (spin up / spin down): -16.93 / -17.29 eV
Charge: +4
Orbital gap (spin up / spin down): 7.98 / 7.62 eV
Spin multiplicity: 3

(2)
Molecular formula: C5H5Cl2NO3
Method: DFT, ωB97M-V/def2-TZVPD

Structure (XYZ):
```
16
Properties=species:S:1:pos:R:3:forces:R:3
C -0.953914 -0.187871 0.704176 -0.8 2.1 -1.5
C 0.705618 1.061876 -0.549182 -2.1 0.6 -1.0
C 1.274563 -1.792144 2.504952 -1.5 0.8 -1.4
C 0.100271 -2.163817 1.616498 0.5 -0.5 0.6
C -0.177825 0.860853 -1.751345 1.5 -3.5 -0.9
N 0.218939 0.320610 0.459508 2.1 -0.8 2.7
O -2.083182 0.136744 0.395036 0.3 -0.2 0.3
O 1.688131 1.780873 -0.572269 0.1 -0.5 0.7
O -0.919448 -1.313705 1.560192 -0.2 -1.4 0.6
Cl 1.573283 -0.284819 2.961320 0.0 -0.3 -0.1
Cl 1.043586 -2.611353 0.088721 0.1 0.5 0.3
H 1.894860 -2.581802 2.808545 1.1 -0.9 0.4
H -0.247973 -3.180180 1.881069 0.0 0.6 0.3
H -0.789495 -0.100732 -1.527662 0.9 1.8 -1.2
H 0.567187 0.704131 -2.577022 -1.0 0.0 0.3
H -0.820011 1.633095 -2.012624 -1.1 1.6 -0.2
```
Positions in Å, forces in eV/Å.

Calculated values
Relative energy (zero: lowest compared OMol25 entry of this formula, charge and spin): 5.3 kcal/mol
Highest occupied orbital energy (spin up / spin down): -8.5 / -8.5 eV
E_LUMO (spin up / spin down): -3.93 / -3.93 eV
Charge: 0
Orbital gap (spin up / spin down): 4.55 / 4.54 eV

(3)
Molecular formula: C5H5Cl3O2
Method: DFT, ωB97M-V/def2-TZVPD

Structure (XYZ):
```
15
Properties=species:S:1:pos:R:3:forces:R:3
C 1.280555 1.282174 0.782263 -1.4 -3.2 -3.4
C 1.358160 0.083298 -0.259590 -1.3 1.0 0.7
C -0.278258 -0.010503 0.085435 1.4 2.0 -1.6
C -1.138253 0.447155 -1.086263 -1.5 -0.8 0.7
C -0.754850 -1.127862 0.886499 -0.3 -1.8 1.9
O 2.036200 2.078751 1.102934 2.2 2.7 1.7
O -0.011860 1.097756 1.028860 -1.4 0.2 0.7
Cl 1.957233 0.480539 -1.868903 -0.5 0.2 0.1
Cl 2.342379 -1.147335 0.372737 0.8 -1.4 0.7
Cl -1.548334 -2.478336 0.024109 -0.3 0.3 -0.2
H -0.437699 0.627932 -1.858486 0.1 -0.1 -1.4
H -1.574078 1.428689 -0.869768 -0.2 -0.3 0.2
H -1.972986 -0.314639 -1.364461 1.7 1.4 0.4
H -1.374218 -0.797399 1.769766 0.5 -0.3 -1.2
H 0.116005 -1.650227 1.254865 0.1 0.1 0.7
```
Positions in Å, forces in eV/Å.

Calculated values
Relative energy (zero: lowest compared OMol25 entry of this formula, charge and spin): 0.0 kcal/mol
Highest occupied orbital energy: -10.5 eV
E_LUMO: 0.57 eV
Charge: 0
Orbital gap: 11.07 eV